(1)
Entry from OMol25: a molecular structure, C4H13N2O2 (ωB97M-V/def2-TZVPD).

The geometry in XYZ format:
```
21
Properties=species:S:1:pos:R:3:mulliken_charge:R:1
C -0.10 0.14 -0.69 -1.219
C 0.80 -0.36 0.48 -0.220
C 1.79 0.76 0.91 -0.545
O 2.89 0.89 0.09 -0.863
N -1.88 -0.92 -0.43 -0.765
C -2.80 0.05 -0.01 -0.122
N -4.26 -0.37 -0.46 -0.887
H -0.55 1.10 -0.49 0.270
H 0.40 0.52 -1.64 0.387
H 0.36 -0.68 1.40 0.350
H 1.35 -1.18 0.02 0.128
H 1.18 1.78 1.11 0.165
H 2.29 0.43 1.93 0.232
H -0.96 -0.61 -1.30 0.344
H -2.84 0.27 1.10 0.045
H -2.67 1.10 -0.47 0.107
H -4.95 -0.17 0.33 0.326
H -3.90 -1.41 -0.47 0.339
H 3.90 -0.01 -0.51 0.474
H 5.31 -0.61 -0.12 0.228
O 4.62 -0.75 -0.77 -0.775
```

Results
- energy relative to the best compared isomer or geometry (same formula, charge and spin) (kJ/mol) = 404.44
- 2S+1 = 2
- energy (eV) = -11425.8826
- charge = -2
- F_max (eV/Å) = 2.9
- orbital gap (alpha / beta) (Eh) = 0.1687 / 0.2123

---

(2)
Entry from OMol25: a molecular structure, C32H60BrClF2N2O10S (ωB97M-V/def2-TZVPD).

The geometry in XYZ format:
```
109
Properties=species:S:1:pos:R:3:mulliken_charge:R:1
C 4.25 0.22 2.91 -1.266
C 3.72 -0.83 2.35 -0.713
C 2.61 -0.84 1.32 0.674
C 1.81 0.48 1.41 -1.043
C 1.13 0.81 2.76 -0.375
C 1.22 2.37 2.98 -1.324
C -0.01 3.04 2.36 -1.283
C 0.09 3.28 0.84 0.847
C 1.36 4.03 0.41 -0.310
C 1.16 4.54 -1.05 -0.553
C 0.24 5.78 -1.12 -1.003
C -1.15 5.51 -1.70 -0.614
C -1.15 4.80 -3.08 -0.584
C -1.81 3.42 -3.02 -0.906
O 3.02 -0.88 -0.07 0.502
C 4.34 -1.07 -0.37 -0.540
C 4.39 -1.46 -1.88 0.141
F 3.86 -2.74 -1.91 -0.370
C 3.61 -0.51 -2.79 -0.408
C 2.18 -0.95 -3.13 -1.054
S 5.38 0.46 -0.29 1.274
O 4.62 1.61 0.04 -0.479
O 6.10 0.63 -1.50 -0.716
F 6.48 0.12 0.79 -0.254
C 1.69 -2.11 1.61 -0.006
Cl 2.72 -3.54 1.03 -0.210
Br 1.53 -2.49 3.56 -0.037
N 0.47 -2.19 0.93 0.379
C 0.43 -2.64 -0.44 -0.365
C -0.71 -1.55 1.46 0.498
C -2.03 -2.31 1.14 -1.882
N -2.72 -1.62 0.03 0.762
C -3.66 -0.60 0.48 -0.643
C -3.77 0.48 -0.63 -1.164
C -3.30 -2.54 -0.92 0.486
C -2.95 -2.27 -2.38 -1.215
O -3.99 -3.44 -0.59 -0.552
H 4.82 0.14 3.83 0.358
H 4.19 1.22 2.49 0.126
H 4.16 -1.79 2.61 0.502
H 2.43 1.32 1.13 0.655
H 1.06 0.39 0.62 0.060
H 1.65 0.38 3.62 0.429
H 0.07 0.60 2.79 0.131
H 1.17 2.52 4.07 0.446
H 2.17 2.77 2.64 0.516
H -0.22 4.01 2.82 0.446
H -0.92 2.46 2.52 0.380
H -0.77 3.90 0.58 0.069
H -0.04 2.35 0.27 -0.260
H 2.23 3.38 0.40 0.084
H 1.47 4.87 1.11 0.268
H 0.72 3.70 -1.60 0.154
H 2.15 4.78 -1.43 0.434
H 0.72 6.53 -1.75 0.388
H 0.12 6.22 -0.12 0.363
H -1.80 4.96 -1.02 0.346
H -1.63 6.48 -1.85 0.357
H -1.72 5.41 -3.78 0.397
H -0.14 4.72 -3.49 0.356
H -2.07 3.06 -4.01 0.369
H -2.73 3.46 -2.43 0.322
H -1.12 2.70 -2.56 0.073
H 4.82 -1.92 0.13 0.480
H 5.42 -1.58 -2.21 0.671
H 3.57 0.50 -2.39 0.212
H 4.15 -0.43 -3.73 0.425
H 1.52 -0.58 -2.34 0.075
H 2.05 -2.02 -3.24 0.283
H 1.81 -0.48 -4.04 0.483
H 0.35 -3.74 -0.47 0.296
H 1.29 -2.39 -1.06 0.182
H -0.45 -2.28 -0.97 -0.227
H -0.85 -0.57 0.97 -0.143
H -0.71 -1.35 2.52 0.392
H -1.84 -3.34 0.85 0.496
H -2.65 -2.31 2.05 0.440
H -4.67 -0.99 0.63 0.395
H -3.29 -0.06 1.35 0.455
H -4.22 0.05 -1.53 0.220
H -2.77 0.80 -0.93 0.230
H -4.39 1.33 -0.33 0.460
H -2.53 -3.16 -2.84 0.345
H -3.80 -1.86 -2.93 0.256
H -2.18 -1.51 -2.41 0.178
C -6.54 -1.88 -5.82 -0.568
O -6.22 -1.00 -6.91 -0.314
C -4.92 -0.68 -6.99 0.819
O -4.05 -1.06 -6.25 -0.539
O -4.76 0.13 -8.03 -0.325
C -3.42 0.56 -8.24 -0.530
H -7.61 -2.06 -5.87 0.214
H -6.01 -2.82 -5.92 0.294
H -6.30 -1.41 -4.87 0.234
H -2.77 -0.29 -8.44 0.289
H -3.05 1.12 -7.38 0.207
H -3.42 1.21 -9.11 0.218
C -0.82 -5.24 9.17 -0.639
O -0.37 -4.39 8.12 -0.287
C 0.94 -4.13 8.15 0.681
O 1.73 -4.53 8.97 -0.543
O 1.23 -3.33 7.12 -0.188
C 2.60 -2.96 7.02 -0.583
H -1.89 -5.38 9.04 0.215
H -0.32 -6.21 9.12 0.292
H -0.64 -4.78 10.14 0.291
H 3.23 -3.84 6.88 0.307
H 2.91 -2.40 7.90 0.336
H 2.70 -2.32 6.15 0.056
```

Results
- energy (eV) = -156444.7569
- charge = 0
- F_max (eV/Å) = 2.1
- orbital gap (Eh) = 0.3366